Entry 1:
Below is 2 unconnected molecules or ions with the total composition C21H15ClF6N in a non-equilibrium geometry, with properties calculated with ωB97M-V with the def2-TZVPD basis set.

As for the net charge: +1. As for the multiplicity: 1. Its total energy is -1923.1443 Eh. The gap between HOMO and LUMO is 6.884 eV. As for the highest occupied orbital energy: -12.163 eV.

```
44
Properties=species:S:1:pos:R:3:forces:R:3
F -5.8816 2.9090 -0.6213 0.26 -1.26 -0.71
C -5.8429 1.7148 -1.2981 -1.97 0.81 -0.11
F -6.7624 0.8945 -0.6984 1.09 0.73 -0.62
F -6.3059 1.9673 -2.5688 0.65 -0.32 1.34
C -4.4632 1.1218 -1.3147 -0.01 -0.14 0.25
C -4.2938 -0.2469 -1.1107 0.17 0.16 -0.06
C -3.0066 -0.7514 -1.0077 0.28 0.15 0.42
C -1.8668 0.1010 -1.0544 -1.24 0.12 -0.40
C -0.5933 -0.4796 -0.6812 0.68 -0.22 0.17
C 0.6988 0.1193 -0.9164 1.23 0.43 -0.38
C 0.9277 1.5057 -0.8054 0.23 -0.11 -0.02
C 2.2125 2.0256 -0.9652 -0.47 -0.23 0.16
C 3.2732 1.1541 -1.1699 0.14 -0.07 -0.01
C 4.6667 1.7055 -1.2723 1.76 0.70 -0.24
F 5.6008 0.8582 -0.7319 -1.06 0.76 -0.56
F 5.0321 1.9151 -2.5824 -0.47 -0.26 1.37
F 4.8037 2.9069 -0.6257 -0.27 -1.22 -0.66
C 3.0819 -0.2221 -1.2939 -0.10 0.21 0.02
C 1.7990 -0.7290 -1.1937 -0.41 -0.09 0.16
C -2.0853 1.4263 -1.5229 -0.25 0.01 0.51
C -3.3775 1.9557 -1.5551 0.48 -0.43 -0.15
H -5.1576 -0.8940 -0.9933 0.16 0.09 -0.10
H -2.8812 -1.8305 -0.8796 0.07 0.35 0.20
H -0.5998 -1.5505 -0.6559 0.11 -0.44 -0.59
H 0.1144 2.1880 -0.5643 0.33 -0.22 0.04
H 2.3780 3.0970 -0.8902 0.03 -0.23 0.03
H 3.9332 -0.8821 -1.4457 -0.20 0.15 -0.03
H 1.6405 -1.8038 -1.3280 -0.01 0.38 0.15
H -1.2759 2.0593 -1.8714 -0.10 -0.15 0.34
H -3.5303 3.0124 -1.7546 0.02 -0.21 -0.15
Cl 4.2197 -3.3924 3.7174 -0.17 0.11 -0.03
C 2.7607 -2.6351 3.1893 -0.52 0.34 -0.22
C 2.4903 -1.3042 3.5400 -0.39 -0.34 -0.23
C 1.3439 -0.6711 3.0341 0.57 -0.14 -0.26
C 0.5081 -1.3643 2.1538 0.76 -0.43 -0.37
N -0.4651 -0.7044 1.3292 -2.61 0.61 1.12
C 0.6936 -2.7300 1.9346 0.93 0.01 -0.10
C 1.8517 -3.3572 2.4060 -0.27 0.33 0.18
H 3.1957 -0.7779 4.1770 -0.25 -0.02 -0.07
H 1.1461 0.3659 3.3039 0.08 -0.16 -0.20
H -1.3601 -1.2290 1.3963 0.59 0.46 0.02
H -0.6781 0.2252 1.7226 0.15 -0.34 -0.34
H -0.0117 -3.2849 1.3233 0.11 0.01 -0.03
H 2.0668 -4.3883 2.1457 -0.11 0.10 0.14
```
Positions in Å, forces in eV/Å.

Löwdin population analysis, charges in e, atoms 1 to 8: 0.1273, -0.4989, 0.1245, 0.1325, -0.0934, 0.0223, 0.0074, -0.1719

Entry 2:
Below is 2 unconnected molecules or ions with the total composition C5H11N in a non-equilibrium geometry, with properties calculated with ωB97M-V with the def2-TZVPD basis set.

As for the multiplicity: 1. Its total energy is -251.6357 Eh. The gap between HOMO and LUMO is 6.982 eV. As for the highest occupied orbital energy: -7.540 eV. Its energy above the lowest of the compared OMol25 structures with the same formula, charge and spin is 595.6 kJ/mol.

```
17
Properties=species:S:1:pos:R:3:forces:R:3
C -0.4519 0.8928 -1.3891 0.93 -0.51 -0.77
C -0.4297 1.0790 0.1418 0.85 0.74 0.48
C 0.7013 0.2669 0.8073 -2.41 -2.66 1.82
C -0.9033 -1.6276 1.4161 -0.86 0.10 -3.65
C 0.3545 -1.0474 1.2677 2.89 3.46 -0.50
N 0.9245 0.5807 -1.9098 -0.50 -2.65 0.87
H -0.6526 1.8324 -1.8915 -1.05 -0.03 0.13
H -1.0932 0.0556 -1.6982 -0.47 0.60 0.02
H -0.2854 2.1615 0.2521 0.15 -0.28 0.51
H -1.4118 0.8552 0.5877 0.21 0.12 -0.24
H 1.4220 0.5921 1.5358 0.94 0.92 -0.77
H 1.2346 0.0106 -1.0935 0.99 0.89 -0.12
H -0.9552 -2.4949 2.0667 -0.28 -0.49 -0.87
H -1.7916 -1.0242 1.2767 0.03 0.04 0.44
H 1.1916 -1.7104 1.5070 -0.05 0.40 0.58
H -0.5330 -1.4416 -0.2943 -1.48 -1.81 2.60
H 0.7880 -0.2767 -2.4851 0.11 1.15 -0.51
```
Positions in Å, forces in eV/Å.

Löwdin population analysis, charges in e, atoms 1 to 8: -0.3019, -0.2188, -0.1791, 0.0172, -0.2984, -0.0330, 0.0928, 0.0824

Entry 3:
Below is 3 unconnected molecules or ions with the total composition C4H15NO2 in a non-equilibrium geometry, with properties calculated with ωB97M-V with the def2-TZVPD basis set.

As for the multiplicity: 1. Its total energy is -366.6083 Eh. The gap between HOMO and LUMO is 9.135 eV. As for the highest occupied orbital energy: -8.269 eV. Its SMILES is CNC(C)C.O.O. Its energy above the lowest of the compared OMol25 structures with the same formula, charge and spin is 112.6 kJ/mol.

```
22
Properties=species:S:1:pos:R:3:forces:R:3
C -1.3435 -0.0928 -1.3057 -0.06 -0.35 0.49
N -1.0426 1.1456 -0.6278 0.64 -0.05 0.03
C 0.4511 0.3096 1.1460 0.34 -0.66 0.13
C -0.7859 1.1058 0.8148 0.13 0.88 -0.88
C -1.9710 0.6703 1.6388 -0.40 -0.25 0.51
H -0.6479 -0.8839 -0.9942 0.00 0.32 -0.13
H -1.2313 0.0302 -2.3728 -0.02 0.04 -0.32
H -2.3394 -0.4918 -1.0957 -0.27 -0.03 -0.08
H -1.6441 1.9146 -0.8793 -0.15 -0.17 -0.02
H 0.6373 0.3932 2.2149 0.11 -0.08 0.10
H 1.3493 0.6120 0.6176 -0.03 0.45 -0.15
H 0.3524 -0.7546 0.9107 -0.26 0.01 0.18
H -0.5622 2.1605 1.0284 -0.03 -0.18 0.32
H -1.7146 0.5962 2.6993 0.03 -0.07 -0.05
H -2.3617 -0.2970 1.3164 0.13 -0.08 0.02
H -2.7925 1.3755 1.5731 -0.15 0.21 -0.15
H 4.9760 2.4567 1.2714 -0.06 0.03 -0.11
H 4.3201 3.8232 1.0766 0.05 -0.49 -0.29
O 4.4502 2.9626 0.6406 0.01 0.46 0.40
H -0.5061 -6.1685 -2.4426 -0.05 -0.04 0.03
H -1.1312 -5.1352 -1.4881 0.36 -0.12 -0.38
O -0.4489 -5.2488 -2.1708 -0.31 0.17 0.35
```
Positions in Å, forces in eV/Å.

Löwdin population analysis, charges in e, atoms 1 to 8: -0.1399, -0.1057, -0.0794, -0.4835, -0.0785, 0.0746, 0.0711, 0.0654

Entry 4:
Below is 13 unconnected molecules or ions with the total composition C6H37NO12 in a non-equilibrium geometry, with properties calculated with ωB97M-V with the def2-TZVPD basis set.

As for the multiplicity: 1. Its total energy is -1208.4304 Eh. The gap between HOMO and LUMO is 9.231 eV. As for the highest occupied orbital energy: -9.233 eV. Its energy above the lowest of the compared OMol25 structures with the same formula, charge and spin is 171.5 kJ/mol.

```
56
Properties=species:S:1:pos:R:3:forces:R:3
C 2.3425 -0.9566 -1.8197 0.15 -0.33 0.60
N 2.0139 -0.5395 -0.4380 0.18 0.58 -1.03
C 0.9977 0.5470 -0.3991 0.22 -0.49 0.33
C -0.3000 0.1921 0.3349 0.86 -0.19 0.68
C -1.2358 1.3532 0.2433 -0.15 0.04 0.31
C -2.5244 1.2320 -0.0269 -0.67 0.08 0.49
C 3.3016 -2.1485 -1.7844 -0.57 0.01 -0.69
H 2.8192 -0.1185 -2.3247 0.00 0.17 -0.04
H 1.4228 -1.1890 -2.3672 0.08 -0.15 -0.11
H 1.7574 -1.3363 0.1226 -0.23 -0.23 0.06
H 1.5057 1.3609 0.1264 -0.45 0.42 -0.31
H 0.7148 0.8608 -1.4208 0.39 -0.07 0.36
H -0.6983 -0.7522 -0.0394 -0.20 0.39 -0.21
H -0.0739 -0.0357 1.4095 -0.02 0.30 -0.61
H -0.7890 2.3435 0.4547 -0.41 -0.50 -0.18
H -3.2001 2.0902 -0.0893 0.89 -1.73 0.61
H -3.0210 0.2847 -0.2162 0.58 -0.02 0.46
H 3.5667 -2.4714 -2.8032 -0.17 0.09 0.31
H 4.2317 -1.9034 -1.2851 0.13 0.07 0.27
H 2.8027 -2.9808 -1.2838 0.22 -0.09 0.03
H 0.2776 -2.9768 0.4014 -0.04 -0.20 0.16
H -0.9396 -2.7487 1.3127 0.12 -0.01 0.29
O -0.6888 -2.9817 0.4020 -0.03 -0.12 -0.55
H -3.2153 -2.8783 -1.1124 -0.11 -0.06 -0.05
H -1.8127 -2.3473 -0.8473 -0.24 -0.09 -0.21
O -2.5962 -2.2182 -1.4358 0.32 0.06 0.34
H -3.2680 -0.6349 -1.7793 -0.19 0.18 -0.86
H -3.8713 -0.1001 -3.1571 0.13 -0.27 0.08
O -3.6613 0.1492 -2.2511 -0.10 -0.45 -0.12
H -0.9198 -3.0690 3.6379 -0.12 -0.08 -0.05
H -0.1018 -1.8412 3.2093 -0.65 -0.26 -0.17
O -0.9463 -2.3278 3.0250 0.61 0.38 0.36
H 3.0885 -2.9493 1.2854 -0.11 -0.15 -0.04
H 2.0299 -2.2970 2.1789 -0.04 -0.20 0.18
O 2.1496 -2.9932 1.5030 0.16 0.15 -0.22
H 1.7684 -0.2459 3.0589 0.08 0.21 0.36
H 1.8636 -1.1824 4.3144 0.11 0.11 0.06
O 1.5535 -1.1477 3.4066 -0.14 -0.04 -0.22
H 3.4065 0.2905 0.1080 -0.29 -0.03 0.21
H 4.8498 0.7211 0.6344 -0.08 0.09 -0.01
O 3.9378 1.0248 0.5555 0.35 -0.41 0.06
H 1.7930 2.0220 2.5627 0.05 0.00 0.01
H 3.0119 1.2206 1.9710 -0.44 0.26 0.66
O 2.3995 1.3006 2.7613 0.34 -0.23 -0.62
H -3.2577 1.9148 -2.0795 -0.09 0.71 -0.12
H -4.3758 2.9577 -1.9309 0.08 -0.15 -0.16
O -3.4104 2.8824 -2.0014 0.02 0.24 -0.78
H -2.4282 4.5257 0.2898 -0.60 -0.33 0.21
H -3.2990 3.4401 -0.3444 0.23 1.26 0.25
O -3.1468 3.9045 0.5157 0.39 0.92 -0.37
H -5.7108 1.6777 -0.2596 0.06 -0.09 0.10
H -5.0949 1.0212 -1.5336 -0.01 -0.16 0.25
O -5.7018 1.7104 -1.2182 -0.57 0.13 -0.15
H 3.7835 2.3874 -0.5352 0.03 0.24 -0.19
H 3.1746 2.8198 -1.8846 0.12 0.13 0.15
O 3.7248 3.1367 -1.1574 -0.17 -0.09 -0.17
```
Positions in Å, forces in eV/Å.

Löwdin population analysis, charges in e, atoms 1 to 8: -0.2579, -0.0951, -0.1977, -0.1869, -0.1402, -0.0058, -0.0830, 0.1092

Entry 5:
Below is C5H13NO in the gas phase in a non-equilibrium geometry, with properties calculated with ωB97M-V with the def2-TZVPD basis set.

As for the multiplicity: 1. Its total energy is -328.2059 Eh. The gap between HOMO and LUMO is 9.677 eV. As for the highest occupied orbital energy: -8.770 eV. Its SMILES is CCCCNCO. Its energy above the lowest of the compared OMol25 structures with the same formula, charge and spin is 296.5 kJ/mol.

```
20
Properties=species:S:1:pos:R:3:forces:R:3
C -0.1916 0.3857 0.4614 0.66 1.24 -2.12
N -1.0130 0.3789 -0.7522 -0.75 5.75 -1.50
C -2.0613 -0.2793 -1.4014 0.09 -2.72 0.07
O -3.4241 0.2268 -1.3029 1.40 0.72 1.75
C 1.2550 0.0329 0.0489 -1.47 1.68 2.26
C 2.1286 0.1216 1.4350 -0.85 1.33 -1.13
C 3.2428 -0.8578 1.3804 3.23 0.94 0.45
H -0.6291 -0.2090 1.1597 -0.85 -2.34 2.16
H -0.1295 1.3645 0.9679 -0.49 0.02 -0.59
H -1.2414 1.3610 -1.0982 1.52 -1.09 0.86
H -1.8227 -0.2454 -2.4928 -0.53 -0.42 0.77
H -1.9738 -1.2878 -0.9526 -0.75 -0.26 -0.85
H -3.4149 0.6579 -0.4080 -0.46 -0.55 -1.12
H 1.1725 -0.9437 -0.3507 0.55 -1.25 -0.26
H 1.3679 0.7261 -0.8476 1.00 -0.62 1.47
H 1.5911 -0.1638 2.4430 0.12 0.73 -2.32
H 2.4918 1.2183 1.5724 -0.50 -1.90 -0.21
H 2.9908 -1.8509 1.1440 -1.02 -1.40 0.37
H 3.7524 -0.7637 2.3582 -0.04 -0.74 -0.32
H 4.0870 -0.7490 0.6480 -0.85 0.88 0.25
```
Positions in Å, forces in eV/Å.

Löwdin population analysis, charges in e, atoms 1 to 8: -0.2521, -0.0861, -0.3374, -0.0861, -0.1622, -0.2520, -0.1831, 0.0746

Entry 6:
Below is a molecular structure, C24H16BrClN5O6SW in a non-equilibrium geometry, with properties calculated with ωB97M-V with the def2-TZVPD basis set.

As for the net charge: +3. As for the multiplicity: 1. Its total energy is -5147.3135 Eh. The gap between HOMO and LUMO (alpha / beta) is 4.327 / 4.325 eV. As for the highest occupied orbital energy (alpha / beta): -16.927 / -16.926 eV. Its energy above the lowest of the compared OMol25 structures with the same formula, charge and spin is 2040.4 kJ/mol.

```
55
Properties=species:S:1:pos:R:3:forces:R:3
W -0.0320 -0.0576 -0.3281 -0.44 0.77 0.50
O -2.5252 2.9461 0.4721 0.13 -0.22 0.48
C -1.5533 2.4822 -0.0308 -0.42 0.69 -0.71
O -0.7422 1.5606 0.5066 -0.05 0.32 0.34
C -1.1624 2.7991 -1.4470 0.06 -0.43 0.07
C -1.5528 3.9780 -2.0402 -0.13 0.18 0.27
C -1.2499 4.2151 -3.3757 0.14 -0.13 -0.12
C -0.6100 3.2329 -4.1094 0.01 0.27 0.08
C -0.2451 2.0653 -3.4688 -0.27 -1.58 3.15
N -0.4850 1.8174 -2.0752 -0.20 1.09 -0.46
C 0.3306 0.9167 -3.9603 -3.00 6.72 -1.03
O 1.0182 -0.9353 -5.2317 0.99 -3.54 -5.29
O 2.3331 0.4022 -2.2269 -1.80 1.62 0.88
H -2.0844 4.7070 -1.4434 0.01 -0.01 0.02
H -1.5212 5.1500 -3.8481 -0.06 0.00 0.02
H -0.3937 3.3580 -5.1611 0.03 -0.08 0.00
N -2.4179 -2.0531 2.4208 0.11 0.02 0.16
C -1.2485 -2.6120 2.9447 0.21 0.06 -0.05
C -1.0530 -3.5715 3.9249 -0.15 0.03 0.01
C 0.2482 -3.9881 4.1299 0.02 0.01 -0.01
C 1.3095 -3.4588 3.3856 0.03 0.00 0.05
C 1.1108 -2.4862 2.4237 -0.12 0.03 -0.10
C -0.1958 -2.0658 2.2078 0.23 -0.16 -0.11
N -0.7528 -1.1680 1.2705 -0.16 0.26 -0.43
C -2.0931 -1.2422 1.4344 -0.05 0.04 0.12
C -2.9373 -0.6616 0.4280 -0.25 0.06 0.00
C -4.2850 -0.5422 0.3388 -0.06 0.04 0.05
S -4.7190 0.0459 -1.2003 0.16 -0.05 0.08
C -3.0918 0.1028 -1.6428 0.09 0.12 -0.27
N -2.2489 -0.2779 -0.7068 0.28 -0.12 0.17
H -3.3551 -2.2808 2.7262 -0.03 0.00 -0.09
H -1.8789 -3.9916 4.4829 0.01 0.00 0.03
H 0.4503 -4.7521 4.8675 -0.01 0.00 0.01
H 2.3061 -3.8412 3.5579 0.02 0.04 0.01
H 1.9289 -2.1097 1.8329 0.05 -0.08 0.04
H -5.0307 -0.7571 1.0890 -0.02 -0.02 -0.01
H -2.7870 0.4000 -2.6346 0.03 0.08 0.03
Cl 0.7817 -0.3914 -4.0392 1.43 3.31 -6.12
C 1.9533 -0.4585 -3.2135 11.01 -2.66 5.91
C -0.2054 -1.1394 -3.3141 -7.24 -6.01 3.91
O -1.1049 -1.6906 -2.8052 0.19 0.31 0.18
O 0.7812 -1.4259 -0.9073 0.15 0.39 -0.07
H 3.2435 0.2821 -1.9373 0.10 -0.25 -0.44
H 2.7763 -1.1718 -3.2751 -0.70 -0.62 -1.08
Br 5.3137 1.2268 3.6073 -0.07 -0.01 -0.06
C 3.8786 0.9609 2.4922 -0.09 -0.01 -0.07
C 2.7177 1.7356 2.5998 0.19 -0.01 0.02
C 1.6693 1.5087 1.7526 -0.22 0.28 0.08
N 1.6761 0.5433 0.7859 -0.22 -0.71 0.03
C 2.8169 -0.2215 0.7048 0.06 -0.06 -0.08
C 3.9044 -0.0378 1.5043 0.13 0.08 0.02
H 2.6469 2.5139 3.3469 -0.06 0.03 -0.03
H 0.7818 2.1164 1.8320 -0.01 -0.09 -0.03
H 2.8081 -1.0125 -0.0305 0.02 0.03 0.00
H 4.7772 -0.6649 1.3833 -0.02 -0.03 -0.03
```
Positions in Å, forces in eV/Å.

Löwdin population analysis, charges in e, atoms 1 to 8: 1.9932, 0.1993, -0.5178, -0.2619, -0.1981, 0.0467, 0.0373, 0.0466